Here is a structure of composition C28H37CdNO6PS4 at a distorted geometry from the Open Molecules 2025 dataset. Energies are from the ωB97M-V functional and the def2-TZVPD basis.

The geometry in XYZ format:
```
78
Properties=species:S:1:pos:R:3:forces:R:3:lowdin_charge:R:1
Cd -2.03270 -1.57280 -0.11552 0.0 0.2 -0.2 1.1480
O -4.72319 -4.61492 2.67788 -0.2 0.0 0.5 0.1039
C -4.05515 -3.63563 2.03613 0.1 -1.0 -1.5 -0.4721
O -3.62990 -3.79118 0.91620 -0.4 0.2 0.8 0.0414
C -3.91579 -2.38197 2.80386 0.0 0.7 0.7 -0.1781
C -4.47900 -2.16547 4.06323 0.2 -0.3 -0.5 0.0066
C -4.27390 -0.93949 4.67693 0.2 0.2 -0.1 -0.0438
C -3.51631 0.01808 4.02447 0.0 -0.2 0.0 0.0161
C -2.99806 -0.28392 2.76601 0.1 0.4 0.1 -0.1668
N -3.19877 -1.44620 2.17593 -0.2 -0.3 -0.1 0.1301
C -2.16577 0.74603 1.98715 -0.2 -0.1 0.6 -0.6455
O -1.66990 1.66949 2.63257 0.0 0.2 0.3 0.0107
O -2.07560 0.54325 0.75568 0.1 -0.5 -0.6 -0.1305
H -4.75105 -5.39101 2.09684 0.1 0.2 -0.1 0.1324
H -5.05833 -2.94193 4.53636 0.0 -0.1 0.0 0.1121
H -4.69680 -0.73594 5.65118 0.0 0.0 0.0 0.1065
H -3.30289 0.98852 4.44783 0.0 0.0 0.0 0.1168
O 0.42953 -6.19829 -4.42774 0.2 -0.3 -0.4 -0.1015
C -0.04613 -5.41535 -3.64694 -0.2 0.3 0.3 -1.0768
S 0.48429 -5.23277 -1.98213 0.0 0.1 0.1 0.9028
C -0.65043 -3.97005 -1.48868 -0.2 -0.2 -0.8 -1.2113
C -1.51132 -3.53654 -2.44379 0.7 -0.6 0.2 -1.2257
S -2.76481 -2.35136 -2.35323 -0.6 0.5 0.1 0.3484
S -1.35728 -4.30431 -4.02902 0.0 0.1 0.0 0.9017
S -0.48205 -3.48995 0.16076 0.3 0.1 0.7 0.4085
O -0.10359 -0.31078 -1.26271 -0.7 -0.7 -0.2 -0.4155
P 0.83531 0.78577 -0.94416 1.1 1.3 0.1 0.8487
C 2.47836 0.63085 -1.84407 -0.3 0.3 0.5 -0.3417
C 2.36171 0.71961 -3.36617 -0.3 0.1 -0.1 -0.2017
C 1.68000 -0.51146 -3.95245 0.2 0.0 -0.2 -0.1950
C 2.47113 -1.76132 -3.58890 -0.3 -0.1 0.1 -0.1912
C 2.56008 -1.88690 -2.07337 0.2 -0.1 -0.1 -0.2008
C 3.22484 -0.65108 -1.47620 -0.1 -0.1 0.2 -0.1888
C 0.18108 2.44267 -1.52688 0.3 -0.6 0.1 -0.3283
C 0.87057 3.65120 -0.89619 0.1 0.1 -0.3 -0.2021
C 0.07763 4.91700 -1.21481 0.1 0.0 0.2 -0.1973
C -1.28822 4.88692 -0.51421 -0.1 0.0 0.0 -0.1965
C -1.74755 3.45102 -0.24025 0.0 0.1 -0.1 -0.2017
C -1.34212 2.52579 -1.38011 -0.4 -0.2 0.2 -0.1907
C 1.14159 0.86903 0.89630 -0.3 0.0 -0.7 -0.3211
C 2.35690 1.65415 1.41831 0.2 0.0 0.0 -0.1832
C 3.24376 0.80436 2.32922 0.0 0.2 0.1 -0.2086
C 2.45054 0.19410 3.48404 0.1 0.0 0.0 -0.1888
C 1.14368 -0.45984 3.00163 0.0 -0.1 0.0 -0.1728
C 1.09410 -0.54278 1.48027 -0.4 0.0 0.2 -0.2309
H 3.07079 1.48908 -1.50329 -0.1 0.0 0.1 0.1029
H 3.37538 0.79964 -3.78076 0.0 0.0 0.0 0.1163
H 1.81880 1.61831 -3.66413 0.1 0.1 0.0 0.0901
H 1.60827 -0.40873 -5.03876 0.0 0.0 0.0 0.1094
H 0.66949 -0.59083 -3.55049 -0.1 -0.1 0.0 0.1048
H 3.47955 -1.69111 -4.01250 0.1 0.0 -0.1 0.1097
H 1.99442 -2.64688 -4.01104 0.0 -0.1 0.0 0.1053
H 3.13162 -2.77811 -1.80435 0.0 0.0 0.1 0.1122
H 1.55797 -1.99195 -1.65700 0.0 -0.1 0.0 0.0788
H 4.25296 -0.57578 -1.85525 0.0 0.0 0.1 0.1180
H 3.27798 -0.75208 -0.39252 0.2 0.0 0.1 0.0822
H 0.39644 2.44714 -2.60185 0.1 0.0 0.1 0.1018
H 1.88904 3.74166 -1.28507 0.1 0.0 0.1 0.1106
H 0.92457 3.53547 0.18490 0.1 0.0 0.1 0.0981
H -0.05773 4.98222 -2.29713 0.0 0.0 -0.1 0.1088
H 0.64304 5.79843 -0.90154 0.0 0.0 -0.1 0.1018
H -2.02521 5.39236 -1.14494 0.0 0.1 0.1 0.1010
H -1.23619 5.43441 0.43005 0.0 0.1 0.0 0.1032
H -2.83269 3.43441 -0.12342 0.0 -0.1 0.1 0.1153
H -1.32804 3.08138 0.69528 -0.1 0.0 0.0 0.0853
H -1.77919 2.90049 -2.30973 0.0 0.0 -0.1 0.1178
H -1.74422 1.52842 -1.20075 -0.1 0.2 -0.2 0.0734
H 0.22529 1.36413 1.23912 0.0 0.0 0.0 0.0883
H 2.00587 2.51207 1.99663 0.0 0.1 -0.1 0.1137
H 2.96571 2.03668 0.59733 0.0 0.1 0.0 0.0901
H 4.03999 1.43147 2.73897 0.1 0.0 -0.1 0.1062
H 3.72426 0.01466 1.74884 0.0 0.0 0.0 0.0993
H 2.21861 0.97773 4.20637 0.0 0.1 0.1 0.1038
H 3.08289 -0.53747 3.99275 0.0 0.0 0.1 0.1015
H 0.28763 0.12811 3.33975 0.0 0.0 0.0 0.0979
H 1.04412 -1.46174 3.42311 -0.1 0.0 0.0 0.1095
H 0.16054 -1.02218 1.17716 0.3 0.0 0.0 0.0144
H 1.90952 -1.16600 1.11303 -0.1 -0.1 -0.1 0.1027
```
Forces are in eV/Å.

Output
- net charge = -1
- HOMO-LUMO gap (Eh) = 0.200
- DFT total energy (eV) = -100613.4423
- multiplicity = 1

***

Here is a structure of composition C41H48FN4NaO6 at a distorted geometry from the Open Molecules 2025 dataset. Energies are from the ωB97M-V functional and the def2-TZVPD basis.

The geometry in XYZ format:
```
101
Properties=species:S:1:pos:R:3:forces:R:3:lowdin_charge:R:1
Na 1.06017 0.36120 2.26988 1.0 -0.3 0.9 0.2882
C -4.48536 1.53358 -2.69200 0.0 -0.1 0.1 -0.0416
C -4.50958 0.35940 -1.70228 -0.1 -0.1 -0.2 -0.5544
C -4.31912 -0.94036 -2.49119 0.0 0.2 0.1 -0.0670
C -5.88635 0.27125 -1.02200 0.2 0.0 -0.1 -0.0526
C -3.42068 0.57797 -0.66038 0.4 -0.7 -0.5 -0.1753
C -2.30991 -0.21505 -0.53853 -0.6 0.1 -0.4 0.0334
C -1.37060 -0.00815 0.49848 0.2 -0.1 0.1 -0.1960
N -0.25392 -0.68075 0.71644 -0.1 -0.1 -0.3 0.1609
C 0.47623 -1.43386 -0.08668 -0.2 0.0 0.2 -0.1687
C 0.40027 -1.48750 -1.49902 0.1 -0.3 -0.6 0.0308
C 1.15852 -2.37116 -2.21829 -0.7 0.6 -0.2 -0.1721
C 2.01860 -3.24275 -1.50951 0.3 -0.3 0.8 0.0198
C 2.21856 -3.18977 -0.15811 0.4 -0.5 -0.5 -0.0778
C 1.49319 -2.20864 0.62627 -0.1 0.2 0.8 -0.2840
O 1.66718 -2.04596 1.85041 0.0 -0.2 -0.6 0.0105
C 3.19732 -4.10396 0.56893 0.2 -0.2 0.0 -0.5380
C 2.44402 -4.88559 1.65437 0.0 0.1 0.0 -0.0454
C 4.28526 -3.25785 1.24141 -0.1 0.1 0.0 -0.0377
C 3.88630 -5.11236 -0.35848 -0.2 0.2 0.1 -0.0756
C 1.10061 -2.48637 -3.73774 -0.1 0.1 -0.2 -0.5460
C 2.50489 -2.32394 -4.33688 -0.1 0.0 0.1 -0.0398
C 0.19886 -1.41663 -4.36089 0.1 -0.2 0.1 -0.0501
C 0.54998 -3.87291 -4.11178 0.1 0.2 0.1 -0.0492
C -1.64675 0.97374 1.54635 0.2 -0.3 0.5 -0.3021
O -0.98076 0.98407 2.59994 -0.8 0.3 -0.3 -0.0111
C -2.70964 1.91621 1.26732 -0.7 0.4 -0.1 -0.0889
C -3.54758 1.68170 0.21341 0.4 0.3 0.7 0.0196
C -2.94140 3.05836 2.24464 -0.1 0.2 0.1 -0.5290
C -3.94280 4.09428 1.71606 0.1 -0.3 0.1 -0.0661
C -1.63235 3.79882 2.53596 0.1 -0.1 0.0 -0.0250
C -3.47196 2.43873 3.54422 0.1 0.0 -0.1 -0.0382
H -5.24405 1.40759 -3.46573 -0.1 0.0 -0.1 0.0775
H -3.50918 1.59336 -3.16856 0.1 0.0 -0.1 0.0866
H -4.66152 2.47831 -2.18479 0.0 0.1 0.0 0.0777
H -5.13037 -1.05825 -3.21163 0.0 0.0 0.0 0.0783
H -4.33183 -1.79925 -1.82292 0.1 -0.1 0.0 0.0861
H -3.38148 -0.93119 -3.04187 0.1 -0.1 -0.1 0.0717
H -6.66354 0.08358 -1.76440 -0.1 0.0 -0.1 0.0759
H -6.13578 1.18628 -0.49178 0.0 0.1 0.1 0.0711
H -5.89202 -0.54753 -0.30473 0.0 -0.1 0.1 0.0873
H -2.16327 -1.07832 -1.16997 0.0 0.0 -0.1 0.0992
H -0.23516 -0.76261 -1.98592 -0.1 0.0 -0.1 0.0961
H 2.56430 -3.96965 -2.09267 0.1 -0.1 0.0 0.0902
H 1.99258 -4.18390 2.34842 -0.1 0.0 0.1 0.0762
H 3.12816 -5.53396 2.20100 0.1 -0.1 0.0 0.0771
H 1.66043 -5.50008 1.21446 -0.1 -0.1 -0.1 0.0828
H 3.82488 -2.54405 1.91729 0.1 0.1 0.1 0.0796
H 4.86392 -2.71439 0.49759 0.1 0.1 -0.1 0.0866
H 4.96050 -3.89854 1.80876 0.1 -0.1 0.0 0.0793
H 3.16349 -5.76376 -0.84659 -0.1 -0.1 -0.1 0.0776
H 4.55911 -5.73848 0.22738 0.0 0.0 0.1 0.0766
H 4.48091 -4.60682 -1.11680 0.1 0.0 -0.2 0.0782
H 2.92519 -1.36418 -4.05273 0.1 0.1 0.0 0.0752
H 2.45620 -2.37111 -5.42532 0.0 0.0 -0.1 0.0816
H 3.17691 -3.10414 -3.98835 0.1 -0.1 0.0 0.0728
H 0.55300 -0.42193 -4.10251 0.0 0.2 0.0 0.0709
H -0.83024 -1.52567 -4.02637 -0.2 0.0 0.1 0.0742
H 0.20942 -1.49915 -5.44640 0.0 -0.1 -0.1 0.0841
H 1.17895 -4.66010 -3.70395 0.1 -0.1 0.0 0.0715
H 0.51304 -3.99100 -5.19484 0.0 0.0 -0.1 0.0773
H -0.45399 -4.00360 -3.71312 -0.1 0.0 0.0 0.0847
H -4.37683 2.35117 0.04901 -0.1 0.2 0.0 0.0932
H -3.62996 4.45361 0.73817 0.0 0.1 -0.2 0.0855
H -3.97713 4.94582 2.39393 0.0 0.0 0.1 0.0781
H -4.95110 3.69036 1.63911 -0.2 -0.1 0.0 0.0720
H -1.25853 4.28640 1.64034 0.1 0.2 -0.2 0.0820
H -0.87307 3.10804 2.88212 0.1 0.0 0.1 0.0828
H -1.79336 4.55514 3.30382 0.0 0.1 0.0 0.0844
H -4.39385 1.88950 3.35490 -0.2 0.0 0.0 0.0818
H -3.66566 3.20506 4.29372 0.0 0.1 0.1 0.0789
H -2.72964 1.74430 3.92492 0.0 0.0 0.2 0.0791
N 4.24297 1.28401 9.46162 0.1 0.0 0.2 0.0920
C 3.82292 1.11046 8.40128 0.4 0.1 0.9 -0.2522
C 3.31496 0.90015 7.11348 -0.4 -0.2 -1.0 -0.2996
C 4.11933 1.12280 5.98959 0.1 0.0 0.0 -0.0802
C 3.59683 0.92323 4.72447 0.1 0.0 0.4 -0.1606
C 2.28206 0.50382 4.50794 -0.5 -0.1 -1.2 -0.1011
C 1.50712 0.28490 5.64966 0.3 0.1 0.3 -0.1632
C 1.99407 0.47194 6.93036 -0.1 0.0 0.2 -0.0808
H 5.14280 1.45344 6.13222 0.1 0.0 0.0 0.0939
H 4.23343 1.10765 3.86863 0.2 0.1 -0.1 0.0679
H 0.48213 -0.04063 5.52627 -0.2 -0.1 0.1 0.0663
H 1.37293 0.29668 7.80297 0.0 0.0 0.1 0.0932
F 3.28163 1.02111 -3.59611 -0.3 0.2 -0.1 0.0536
C 2.18764 1.80782 -3.43778 0.2 -0.3 0.7 -0.1815
C 1.63661 1.94512 -2.20475 0.6 -0.2 -1.0 0.0697
N 0.56416 2.73839 -1.98089 0.0 0.2 -0.6 0.0296
C 0.07035 2.93185 -0.63854 0.2 0.2 1.5 -0.0247
C 1.29947 3.02321 0.40081 -1.3 0.6 -1.2 -0.6950
O 1.78800 4.13541 0.53921 0.4 0.8 0.0 0.0027
O 1.60551 1.93739 0.90048 0.5 -1.0 0.2 -0.0430
C -0.03494 3.42657 -3.01007 0.0 -0.1 0.0 -0.4712
O -1.00807 4.13766 -2.88260 -0.3 0.2 0.0 0.0669
N 0.54589 3.24292 -4.24989 0.1 0.0 -0.3 0.2071
C 1.66287 2.48322 -4.59483 -0.3 0.2 -0.1 -0.4248
O 2.05596 2.45588 -5.74903 0.1 -0.2 0.1 0.0525
H 2.04418 1.43657 -1.34126 0.0 0.0 0.1 0.1511
H -0.55270 2.08903 -0.33867 0.0 0.1 -0.3 0.1006
H -0.51898 3.84871 -0.64079 0.2 -0.1 0.0 0.1153
H 0.10025 3.74809 -5.00711 0.1 -0.1 0.2 0.1621
```
Forces are in eV/Å.

Output
- energy above the lowest of the compared OMol25 structures with the same formula, charge and spin (kcal/mol) = 63.02
- net charge = -2
- HOMO-LUMO gap (alpha / beta) (Eh) = 0.175 / 0.175
- DFT total energy (eV) = -68679.1031
- multiplicity = 1

***

Here is a structure of composition C19H20BMnN6O3S3 at a distorted geometry from the Open Molecules 2025 dataset. Energies are from the ωB97M-V functional and the def2-TZVPD basis.

The geometry in XYZ format:
```
53
Properties=species:S:1:pos:R:3:forces:R:3:lowdin_charge:R:1
Mn 0.43942 0.23300 0.30746 0.5 -0.9 -0.3 0.5883
O 1.58680 2.67130 3.14726 -0.1 0.0 -0.2 0.1151
C 1.08348 1.77406 2.51750 -0.1 -0.2 0.7 -0.5533
O 0.99910 1.68806 1.22441 0.3 1.1 -0.1 -0.2243
C 0.47924 0.57500 3.23695 0.0 0.0 0.0 -0.1694
C 0.49483 0.48853 4.61798 0.0 0.0 0.0 0.0199
C 0.00508 -0.65926 5.21707 0.0 0.0 -0.2 -0.0360
C -0.47253 -1.67919 4.40658 0.0 0.1 0.1 -0.0452
C -0.47885 -1.49637 3.03563 -0.1 -0.2 -0.1 -0.1035
N -0.01609 -0.39243 2.45504 0.1 0.3 0.1 0.0580
H 0.90005 1.31195 5.18752 0.0 0.0 0.0 0.1261
H 0.00530 -0.76191 6.29353 0.0 0.0 0.0 0.1134
H -0.84316 -2.59983 4.83409 0.0 0.0 0.0 0.1080
H -0.86650 -2.26713 2.37930 0.0 0.0 -0.1 0.1169
O -0.00064 -1.39593 -0.47389 -0.9 -0.3 -0.3 -0.2875
N 0.81738 -2.43502 -0.53940 1.0 -0.4 0.1 -0.1685
C 0.34516 -3.58753 -1.04824 -0.3 -0.1 -0.2 -0.0042
C 1.13126 -4.70390 -1.10675 0.0 -0.1 0.0 -0.0451
C 2.44747 -4.64099 -0.64302 0.0 0.2 0.0 -0.0493
C 2.92310 -3.44854 -0.15538 -0.1 -0.2 -0.1 -0.0766
C 2.09923 -2.31740 -0.10133 -0.1 0.2 0.0 -0.6307
S 2.63446 -0.80754 0.49807 -0.5 0.4 -0.1 0.7703
H -0.67184 -3.55222 -1.40728 0.0 0.1 0.0 0.1451
H 0.72622 -5.62036 -1.50654 -0.1 0.0 0.0 0.1119
H 3.08043 -5.51594 -0.67975 0.0 0.0 0.0 0.1142
H 3.93490 -3.33335 0.20306 0.0 0.0 0.0 0.1102
C 3.57396 0.14092 -3.81635 0.1 -0.1 0.0 -0.0574
N 2.57694 1.12517 -3.47952 -0.4 0.3 0.2 -0.1362
C 2.83732 2.44250 -3.14614 0.0 0.2 -0.1 -0.0617
C 1.65483 3.09222 -3.16599 0.2 0.2 0.1 -0.0729
N 0.66348 2.20077 -3.50546 0.0 -0.3 0.3 -0.0275
B -0.75596 2.62888 -3.95305 0.3 0.0 0.0 -0.4612
N -1.90346 1.75196 -3.33245 -0.2 -0.5 0.7 0.0056
C -2.98964 1.39143 -4.08052 0.1 0.0 -0.1 -0.0578
C -3.81323 0.62594 -3.32824 -0.2 0.0 -0.1 -0.0371
N -3.23056 0.52425 -2.09421 0.4 0.1 -0.1 -0.1232
C -3.71390 -0.21275 -0.94982 0.0 -0.1 0.2 -0.0396
C -2.06665 1.22125 -2.10887 -0.1 -0.2 -0.3 -0.6405
S -1.22610 1.56553 -0.63935 0.3 0.7 0.2 0.7591
C 1.22847 0.98626 -3.67532 0.1 -0.4 -0.3 -0.7793
S 0.45816 -0.46747 -4.07951 -0.1 -0.1 0.0 0.5396
H 4.11928 0.46019 -4.70720 0.0 0.0 0.0 0.0926
H 3.07028 -0.79969 -4.02967 0.0 0.1 0.0 0.0355
H 4.27770 0.00506 -2.99822 0.0 0.0 0.1 0.0834
H 3.82686 2.79950 -2.92589 0.0 0.0 0.0 0.1131
H 1.43137 4.12707 -2.98302 0.0 0.0 0.1 0.1156
H -0.79849 2.45590 -5.14191 -0.3 0.1 -0.1 0.0759
H -0.94343 3.76662 -3.62052 0.1 0.2 0.0 0.0732
H -3.08369 1.71422 -5.10051 0.1 -0.1 0.0 0.1239
H -4.75370 0.16298 -3.56374 0.0 0.0 0.0 0.1198
H -4.52926 -0.86397 -1.25496 0.0 0.0 -0.1 0.0926
H -4.05906 0.46882 -0.17212 0.0 0.0 0.0 0.0899
H -2.89726 -0.80981 -0.54560 -0.1 0.0 0.0 0.0710
```
Forces are in eV/Å.

Output
- energy above the lowest of the compared OMol25 structures with the same formula, charge and spin (kcal/mol) = 2.26
- HOMO-LUMO gap (alpha / beta) (Eh) = 0.190 / 0.221
- DFT total energy (eV) = -99615.8483
- multiplicity = 5